# 1
The following is a quantum chemistry calculation of an isolated molecule of C20H13ClN6O3S2 at a distorted geometry, from the OMol25 dataset.

E_HOMO in eV: -8.54
Max |F| in eV/Å: 5.0
Energy relative to the best compared isomer or geometry (same formula, charge and spin) in kJ/mol: 11.66
SMILES string: N#Cc1cc(S(=O)(=O)Nc2ncns2)ccc1Oc1ccc(Cl)cc1-c1ccnc(N)c1
E in hartree: -2580.73722
Frontier orbital gap in eV: 7.8

XYZ file:
```
45
Properties=species:S:1:pos:R:3:forces:R:3
N 0.802452 -3.606340 1.184910 -0.273 0.112 -0.204
C 0.296119 -2.735632 0.626926 0.561 0.326 0.359
C -0.184682 -1.553008 -0.032850 -0.560 -0.009 -1.193
C -0.323368 -1.557516 -1.440799 0.382 -1.688 -0.069
C -0.785916 -0.473886 -2.158282 0.256 -0.924 -0.165
S -0.905712 -0.554022 -3.950022 1.712 1.191 -1.818
O -0.596000 -1.877906 -4.496405 -0.659 1.733 1.562
O -0.214558 0.597149 -4.524055 -0.634 -1.293 0.898
N -2.537290 -0.145543 -4.183661 4.292 0.476 2.014
C -3.341455 -1.183639 -3.929938 -0.298 -1.084 0.272
N -4.283305 -1.183367 -4.763863 -4.339 -2.259 -0.812
C -5.148374 -2.244534 -4.441789 1.162 0.078 0.737
N -4.803463 -3.026627 -3.449239 -0.099 0.066 -0.474
S -3.321054 -2.548718 -2.803224 -1.190 1.139 -1.098
C -1.154078 0.663994 -1.475002 -0.811 1.368 0.750
C -1.108036 0.686859 -0.065964 0.370 -0.168 -0.460
C -0.577683 -0.410264 0.659396 -0.069 1.048 0.038
O -0.443000 -0.400135 2.025314 0.260 -0.601 -0.670
C -0.183572 0.791891 2.669559 -1.021 1.497 0.221
C -1.221863 1.347708 3.419725 0.732 0.133 0.910
C -1.021776 2.528619 4.136808 -0.776 0.266 -0.678
C 0.093975 3.311055 3.922891 0.792 -0.697 0.220
Cl 0.415992 4.727817 4.871883 -0.315 0.077 -0.188
C 1.109851 2.810467 3.132693 -0.068 -1.011 -0.008
C 1.002956 1.514745 2.561493 0.956 0.507 -0.207
C 2.216680 0.963417 1.898605 0.650 -0.762 -0.668
C 3.041204 1.768922 1.076821 -0.195 0.082 0.057
C 4.124164 1.204806 0.416303 -0.222 -0.469 1.529
N 4.492398 -0.072502 0.613892 0.789 1.946 -1.440
C 3.743202 -0.800792 1.389728 -0.401 -0.477 -0.507
N 4.070279 -2.098291 1.466651 1.300 -1.796 -0.125
C 2.606226 -0.382151 2.029500 -1.734 1.770 0.921
H -0.073590 -2.502625 -1.975131 -0.125 0.881 0.382
H -2.640713 0.204438 -5.116670 -0.213 0.368 -0.526
H -6.071126 -2.420906 -4.998730 0.379 0.095 0.211
H -1.537610 1.542300 -2.047715 0.350 -0.792 0.688
H -1.464476 1.566453 0.476595 0.260 -0.303 -0.201
H -2.123070 0.798032 3.622149 -0.246 -0.228 -0.306
H -1.798775 2.924212 4.765275 -0.235 -0.120 0.252
H 2.045512 3.353461 3.084164 -0.024 -0.134 -0.176
H 2.882067 2.838419 0.973213 -0.281 -0.195 -0.110
H 4.753749 1.839075 -0.183074 0.204 -0.083 -0.314
H 4.795621 -2.370221 0.801902 -0.463 0.029 0.394
H 3.308386 -2.739087 1.561169 -0.150 -0.389 0.134
H 2.063713 -1.096126 2.648845 -0.005 0.295 -0.132
```
Forces are in eV/Å.

Atom charges from the natural (NBO) analysis, given in e for atoms 1 to 8: number 1, N, carries -0.300; number 2, C, carries 0.291; number 3, C, carries -0.251; number 4, C, carries -0.102; number 5, C, carries -0.380; number 6, S, carries 2.242; number 7, O, carries -0.891; number 8, O, carries -0.917

---

# 2
The following is a quantum chemistry calculation of an isolated molecule of C20H13F2N7 at a distorted geometry, from the OMol25 dataset.

E_HOMO in eV: -8.72
Max |F| in eV/Å: 5.7
Energy relative to the best compared isomer or geometry (same formula, charge and spin) in kJ/mol: 232.67
SMILES string: Fc1ccc(CNc2ncc3cc(-c4[nH]cnc5nncc4-5)ccc3n2)cc1F
E in hartree: -1352.84960
Frontier orbital gap in eV: 7.8

XYZ file:
```
42
Properties=species:S:1:pos:R:3:forces:R:3
F 8.470243 1.747230 -1.600750 -0.245 -0.058 0.370
C 7.352313 1.484684 -0.880145 0.432 -1.124 -1.710
C 6.417202 0.566918 -1.446386 0.663 0.801 -0.395
C 5.221078 0.431915 -0.846332 -0.924 2.345 4.337
C 4.988291 1.106811 0.463112 -0.195 -1.902 -2.217
C 3.657500 0.879524 1.313305 2.212 0.034 -2.025
N 2.504688 1.082443 0.432642 5.134 1.064 2.232
C 1.480256 0.321558 0.481491 -3.142 -0.322 -1.047
N 1.246060 -0.500594 1.519508 -1.338 -0.820 0.586
C 0.008656 -0.974521 1.484144 3.190 -1.381 2.680
C -0.885575 -0.776490 0.502417 -4.085 -2.958 1.353
C -2.172966 -1.415538 0.574945 -0.348 1.937 -1.171
C -3.090633 -1.017476 -0.417472 -2.353 -2.803 3.772
C -4.579712 -1.245051 -0.180505 -2.061 -2.038 2.057
N -5.081236 -2.399270 0.570954 1.460 1.330 -1.008
C -6.419253 -2.611009 0.961639 3.584 1.250 -0.913
N -7.324552 -1.797516 0.741828 -2.916 3.521 -1.404
C -7.018283 -0.619238 0.002912 0.142 -1.071 0.837
N -7.794911 0.393520 -0.409316 1.109 -2.961 0.782
N -6.974798 1.106535 -1.210536 -1.265 3.166 -0.744
C -5.725329 0.829650 -1.158960 -0.263 -1.892 -0.213
C -5.636134 -0.413212 -0.419713 1.409 1.098 -1.029
C -2.659160 -0.353236 -1.499925 1.249 2.556 -4.426
C -1.362128 0.087571 -1.585237 -1.045 0.827 -2.406
C -0.523074 -0.039259 -0.545566 2.576 1.227 0.105
N 0.679975 0.543160 -0.531240 -0.722 0.130 -1.527
C 6.051473 1.789098 1.003202 -2.730 -0.554 1.862
C 7.200007 2.068950 0.351083 0.320 -0.921 -1.902
F 8.146822 2.836121 0.825392 0.790 0.676 0.687
H 6.501255 0.007968 -2.387286 0.831 0.685 0.316
H 4.419344 -0.104275 -1.230156 -1.115 -1.132 -0.880
H 3.702556 1.625883 2.093884 -0.225 -0.132 0.553
H 3.741343 -0.165120 1.678238 -0.654 0.823 0.018
H 2.547632 1.844931 -0.205863 -0.170 0.080 -0.539
H -0.283585 -1.685766 2.257763 0.298 0.262 0.252
H -2.473422 -1.998693 1.438640 0.147 0.132 -0.009
H -4.364464 -2.921230 1.032585 0.042 -0.680 -0.019
H -6.610857 -3.469044 1.508654 -0.066 -1.764 0.939
H -5.092250 1.278916 -1.898123 0.527 0.206 0.227
H -3.237030 -0.086535 -2.427045 -0.044 -0.652 1.431
H -0.870298 0.616705 -2.401814 -0.899 -0.088 -0.340
H 5.842957 1.942982 2.044029 0.694 1.102 0.527
```
Forces are in eV/Å.

Atom charges from the natural (NBO) analysis, given in e for atoms 1 to 8: number 1, F, carries -0.314; number 2, C, carries 0.334; number 3, C, carries -0.265; number 4, C, carries -0.206; number 5, C, carries 0.001; number 6, C, carries -0.238; number 7, N, carries -0.557; number 8, C, carries 0.546